i | 23
Properties=species:S:1:pos:R:3:mulliken_charge:R:1 method="wB97M-V/def2-TZVPD" homo_lumo_gap_ev=8.65 spin_multiplicity=1
C -0.02 1.70 -0.29 0.415
C 2.56 -0.06 -0.72 -1.602
C 1.04 -1.44 0.95 -1.440
C -2.40 -1.09 0.32 -0.421
C 1.45 -0.07 0.35 0.154
N -2.82 0.00 0.93 -0.247
N 0.27 0.39 -0.32 -0.027
N -2.39 -1.13 -1.06 -0.283
O -1.08 2.13 -0.69 -0.619
O 0.85 2.53 0.38 -0.501
H 3.57 -0.23 -0.43 0.426
H 2.37 -0.63 -1.51 0.442
H 2.70 0.92 -1.01 0.474
H 1.99 -1.80 1.31 0.461
H 0.35 -1.36 1.69 0.375
H 0.67 -2.17 0.16 0.266
H 1.58 0.58 1.10 0.492
H -3.10 0.90 0.39 0.204
H -2.45 0.06 1.82 0.299
H -0.14 -0.20 -1.02 0.358
H 0.27 3.29 0.68 0.348
H -2.38 -1.98 -1.60 0.244
H -2.88 -0.33 -1.47 0.182


ii | 23
Properties=species:S:1:pos:R:3:mulliken_charge:R:1 method="wB97M-V/def2-TZVPD" homo_lumo_gap_ev=9.69 spin_multiplicity=1
H 2.75 2.04 0.27 0.197
N 1.85 2.18 -0.17 -0.672
C 0.85 1.77 0.48 0.489
N 0.87 0.98 1.62 -0.403
N -0.47 1.98 0.07 -0.441
C -0.65 2.51 -1.28 -0.487
C -0.22 1.57 -2.40 -1.064
H 1.67 0.80 2.20 0.232
H 0.08 1.09 2.24 0.221
H -0.95 1.10 0.15 0.269
H -0.24 3.53 -1.34 0.378
H -1.71 2.66 -1.40 0.344
H 0.72 1.09 -2.18 0.345
H -0.03 2.15 -3.32 0.290
H -0.98 0.85 -2.67 0.320
C -1.35 -3.52 0.87 -0.854
C 0.15 -3.47 0.94 0.633
O 0.89 -4.32 0.54 -0.542
O 0.55 -2.33 1.52 -0.415
H -1.73 -4.54 0.72 0.315
H -1.72 -3.01 -0.03 0.232
H -1.81 -3.01 1.71 0.284
H 1.48 -2.10 1.45 0.328


iii | 23
Properties=species:S:1:pos:R:3:mulliken_charge:R:1 method="wB97M-V/def2-TZVPD" smiles="CCN=C(N)N.CC(=O)O" homo_lumo_gap_ev=9.08 spin_multiplicity=1
C 2.05 0.87 -3.40 -1.093
C 1.47 -0.43 -2.94 -0.467
N 0.32 -0.58 -2.02 -0.506
C -0.68 0.22 -1.79 0.439
N -0.61 1.66 -2.27 -0.549
N -1.98 -0.12 -1.35 -0.384
H 1.49 1.77 -3.72 0.317
H 2.72 0.94 -4.34 0.329
H 2.58 1.27 -2.72 0.439
H 1.22 -1.14 -3.82 0.242
H 2.20 -0.99 -2.54 0.375
H -0.86 2.20 -1.43 0.232
H -1.08 1.76 -3.18 0.237
H -2.02 -0.78 -0.53 0.227
H -2.73 0.31 -1.65 0.168
C 0.32 -1.39 4.40 -0.773
C -0.35 -0.53 3.48 0.614
O -1.44 -0.67 2.99 -0.522
O 0.62 0.51 3.10 -0.483
H 0.16 -2.38 4.15 0.305
H 0.01 -0.83 5.45 0.251
H 1.42 -0.96 4.39 0.283
H 0.45 0.92 2.23 0.320


ii takes first place; second place is 0.0689 hartree up.


i | 15
Properties=species:S:1:pos:R:3:mulliken_charge:R:1 method="wB97M-V/def2-TZVPD" homo_lumo_gap_ev=7.46 total_charge=+1 spin_multiplicity=1
C 1.91 -0.76 -0.09 -0.245
C 0.62 -0.90 -0.34 -0.229
C -1.55 -0.01 0.26 -0.180
C -1.80 1.22 0.63 -0.261
C 2.04 1.58 0.24 0.318
N 2.48 0.48 0.23 -0.253
N -0.04 1.46 -0.69 -0.781
N -0.38 0.07 -0.61 0.457
O -0.95 2.12 0.05 -0.120
H 2.66 -1.68 -0.22 0.319
H 0.19 -1.95 -0.62 0.342
H -2.02 -1.01 0.56 0.341
H -2.63 1.53 1.14 0.504
H 2.18 2.65 0.21 0.397
H -0.55 -0.15 -1.64 0.391


ii | 15
Properties=species:S:1:pos:R:3:mulliken_charge:R:1 method="wB97M-V/def2-TZVPD" smiles="[NH2+]=C(N=O)[C@H]1C=CC=N1" homo_lumo_gap_ev="7.10 / 7.10" total_charge=+1 spin_multiplicity=1
N 2.08 1.32 0.52 -0.491
C 1.42 0.30 -0.11 0.592
N 1.75 -0.92 -0.22 0.429
O 1.93 -1.84 -0.87 -0.289
C -0.07 0.45 -0.31 0.669
C -0.82 -0.54 -1.12 -1.230
C -1.91 -0.85 -0.34 -0.144
C -1.82 -0.23 0.90 -0.342
N -0.67 0.43 1.02 -0.515
H 1.50 2.03 0.96 0.319
H 2.68 1.03 1.21 0.267
H -0.29 1.40 -0.81 0.400
H -0.58 -0.94 -2.12 0.455
H -2.81 -1.35 -0.54 0.464
H -2.40 -0.30 1.84 0.416


ii takes first place; second place is 0.0922 hartree up.


i | 13
Properties=species:S:1:pos:R:3:mulliken_charge:R:1 method="wB97M-V/def2-TZVPD" smiles="[H]/N=c1/cc(F)[nH]n1N" homo_lumo_gap_ev=9.06 spin_multiplicity=1
H -1.61 -0.07 1.96 0.331
N -0.64 -0.45 2.04 -0.742
C 0.12 -0.50 1.01 0.538
C 1.47 -0.60 0.58 -0.507
C 1.69 0.11 -0.60 0.425
F 2.86 0.30 -1.25 -0.235
N 0.51 0.51 -1.16 -0.372
N -0.56 -0.26 -0.31 0.180
N -1.92 0.15 -0.24 -0.618
H 2.57 -0.87 1.02 0.214
H 0.28 0.53 -2.23 0.317
H -2.04 1.18 -0.02 0.239
H -2.72 -0.03 -0.80 0.230


ii | 13
Properties=species:S:1:pos:R:3:mulliken_charge:R:1 method="wB97M-V/def2-TZVPD" homo_lumo_gap_ev="7.63 / 7.63" spin_multiplicity=1
C -3.16 0.00 -0.05 0.082
C -2.42 0.87 0.48 0.495
C 0.75 -1.27 0.13 -0.647
N -2.65 -1.16 -0.77 -0.365
N -1.50 -1.47 -0.74 -0.204
N -0.68 -0.94 0.04 -0.007
N -1.60 1.77 0.98 -0.360
F -4.52 0.02 -0.09 -0.233
H 1.31 -0.37 0.64 0.206
H 0.74 -2.25 0.67 0.241
H 1.11 -1.42 -0.93 0.266
H -0.94 2.21 0.47 0.244
H -1.37 1.75 2.04 0.282


i takes first place; second place is 0.0632 hartree up.


i | 19
Properties=species:S:1:pos:R:3:mulliken_spin:R:1 method="wB97M-V/def2-TZVPD" homo_lumo_gap_ev="2.47 / 8.83" s_squared=0.751 total_charge=-1 spin_multiplicity=2
C -0.90 0.88 -0.29 1.119
C -0.16 0.05 0.45 0.235
O 0.98 0.47 1.07 -0.473
C -0.51 -1.36 0.76 0.962
H -1.78 0.52 -0.82 -0.670
H -0.56 1.86 -0.60 -0.400
H 1.12 1.42 1.04 0.223
H -1.55 -1.55 0.51 -0.255
H 0.11 -2.03 0.16 -0.149
H -0.36 -1.58 1.81 -0.057
H 3.61 2.27 0.17 -0.031
H 4.49 2.48 1.40 -0.070
O 3.90 2.94 0.80 0.212
H -4.92 -0.91 0.17 -0.060
H -5.70 -1.51 -0.97 -0.092
O -5.56 -1.61 -0.02 0.244
H 2.81 -0.11 -2.21 -0.209
H 2.05 -1.31 -1.70 -0.055
O 2.94 -0.93 -1.72 0.525


ii | 19
Properties=species:S:1:pos:R:3:mulliken_spin:R:1 method="wB97M-V/def2-TZVPD" homo_lumo_gap_ev="2.21 / 8.35" s_squared=0.750 total_charge=-1 spin_multiplicity=2
C 0.86 -0.25 2.28 0.131
C 0.83 0.74 1.39 0.896
O -0.10 0.60 0.36 -0.228
C 1.10 2.15 1.76 0.475
H 1.44 -0.09 3.18 -0.065
H 0.39 -1.13 1.82 -0.239
H -0.48 -0.31 0.31 0.134
H 1.75 2.05 2.60 -0.241
H 1.45 2.81 0.90 -0.010
H 0.15 2.57 2.04 -0.010
H 2.03 -3.67 -1.81 -0.053
H 0.89 -3.84 -2.75 -0.048
O 1.15 -3.41 -1.91 0.155
H -3.74 0.77 1.05 -0.309
H -2.72 1.92 1.46 0.005
O -2.85 1.16 0.88 0.390
H 0.12 -0.22 -2.86 -0.034
H -1.28 -0.60 -3.47 -0.015
O -0.29 -0.36 -3.70 0.064


i takes first place; second place is 0.0420 hartree up.


i | 19
Properties=species:S:1:pos:R:3:mulliken_spin:R:1 method="wB97M-V/def2-TZVPD" homo_lumo_gap_ev="1.93 / 8.03" s_squared=0.751 total_charge=-1 spin_multiplicity=2
C 0.85 0.45 2.15 0.794
C -0.16 -0.35 2.97 1.321
S -1.70 -0.92 2.10 0.015
H 0.33 1.30 1.72 -0.257
H 1.31 -0.17 1.37 -0.175
H 1.70 0.77 2.80 -0.183
H 0.33 -1.22 3.40 -0.370
H -0.51 0.27 3.78 -0.214
H -1.57 -2.23 2.40 -0.152
C 0.54 0.78 -2.11 0.264
O 1.47 1.06 -3.19 -0.070
C -0.63 -0.02 -2.63 -0.013
C -1.31 -0.96 -1.96 0.179
H 0.20 1.78 -1.77 -0.039
H 1.05 0.19 -1.23 0.041
H 2.17 1.64 -2.87 0.004
H -0.87 0.23 -3.67 0.009
H -2.15 -1.51 -2.35 0.019
H -1.04 -1.08 -0.91 -0.174


ii | 19
Properties=species:S:1:pos:R:3:mulliken_spin:R:1 method="wB97M-V/def2-TZVPD" homo_lumo_gap_ev="2.06 / 7.92" s_squared=0.751 total_charge=-1 spin_multiplicity=2
C 1.38 1.46 0.01 0.128
O 2.56 1.09 0.84 -0.061
C 1.26 0.46 -1.10 -0.090
C 0.75 -0.89 -0.66 -0.068
C -0.54 -0.78 0.26 0.298
S -1.88 0.24 -0.46 0.273
C -2.92 -0.60 0.94 0.952
H 1.59 2.48 -0.28 0.030
H 0.59 1.41 0.72 -0.040
H 3.16 0.79 0.11 0.011
H 0.59 0.92 -1.85 0.050
H 2.21 0.32 -1.65 0.018
H 1.53 -1.35 -0.08 -0.001
H 0.28 -1.45 -1.48 0.052
H -0.31 -0.20 1.02 -0.009
H -0.91 -1.82 0.37 -0.149
H -2.46 -0.22 1.86 -0.190
H -3.96 -0.23 0.87 -0.313
H -2.91 -1.63 0.56 0.110


i takes first place; second place is 0.0120 hartree up.


i | 12
Properties=species:S:1:pos:R:3:mulliken_charge:R:1 method="wB97M-V/def2-TZVPD" homo_lumo_gap_ev=10.72 total_charge=+1 spin_multiplicity=1
C 1.97 -0.84 -0.19 0.059
C -0.02 -0.26 0.54 0.182
N 0.85 -1.29 0.27 -0.517
N 1.10 1.15 0.13 -0.397
N -1.19 0.00 -0.41 -0.317
O 2.22 0.41 -0.23 -0.170
H 2.69 -1.46 -0.66 0.424
H -0.50 0.02 1.54 0.383
H 1.39 1.63 1.09 0.312
H -2.05 -0.21 0.00 0.337
H -0.94 -0.43 -1.33 0.362
H -1.27 0.93 -0.69 0.342


ii | 12
Properties=species:S:1:pos:R:3:mulliken_charge:R:1 method="wB97M-V/def2-TZVPD" smiles="[NH3+]N1CNC1=O" homo_lumo_gap_ev=10.80 total_charge=+1 spin_multiplicity=1
N -1.27 0.68 0.34 -0.149
N -0.40 0.02 -0.64 -0.414
C 0.76 -0.65 -0.19 -0.399
N 1.67 -0.03 -1.20 -0.148
C 0.88 0.97 -1.52 0.462
O 0.75 2.04 -1.97 -0.344
H -0.77 1.25 1.04 0.362
H -1.86 0.03 0.77 0.323
H -1.66 1.42 -0.28 0.370
H 0.51 -1.70 -0.35 0.266
H 1.09 -0.59 0.89 0.342
H 2.78 -0.08 -1.22 0.329


ii takes first place; second place is 0.0226 hartree up.